Entry 1:
17
Properties=species:S:1:pos:R:3:forces:R:3:nbo_charge:R:1 method="wB97M-V/def2-TZVPD" de_lowest_kcal_mol=19.8 homo_lumo_gap_ha="0.326 / 0.142" energy_ev=-17652.74482 spin_multiplicity=2 total_charge=+1
C -1.9908 -0.6218 0.7255 0.45 0.41 0.66 -0.79
S -2.1625 0.9211 1.6643 0.25 -0.09 -0.63 0.86
C -0.9188 1.9904 0.7882 -0.94 -1.44 1.32 -0.73
H -2.3124 -1.4954 1.2870 -0.31 0.26 0.31 0.29
H -0.9091 -0.6854 0.6034 -0.07 -0.24 -0.58 0.26
H -2.5580 -0.5652 -0.2029 0.19 0.18 -0.18 0.29
H -0.6950 2.7715 1.5011 -0.06 0.44 -0.18 0.27
H -0.0788 1.3040 0.7093 0.24 0.27 -0.55 0.26
H -1.3983 2.2932 -0.1375 0.29 0.17 -0.19 0.28
N 1.7479 -1.5882 -2.4294 0.60 -0.22 -0.98 -0.86
C 1.9899 -0.6738 -1.3241 -0.05 -0.10 0.06 0.11
O 3.2501 -0.8415 -0.7370 0.21 -0.21 -0.13 -0.71
H 1.2210 -1.1827 -3.2037 -0.55 0.22 0.63 0.36
H 2.6270 -1.6993 -2.9319 0.34 -0.30 0.45 0.37
H 1.9672 0.3713 -1.6390 -0.18 0.11 0.21 0.15
H 1.2414 -0.9068 -0.5545 -0.34 0.39 -0.06 0.10
H 3.3256 -1.7299 -0.3618 -0.07 0.12 -0.16 0.48

Entry 2:
10
Properties=species:S:1:pos:R:3:forces:R:3:nbo_charge:R:1 method="wB97M-V/def2-TZVPD" de_lowest_kcal_mol=0.0 smiles=N#Cc1nc[nH]c1Cl homo_lumo_gap_ha=0.332 energy_ev=-21171.65948
N 4.6101 -1.6593 -0.0450 0.28 -0.12 0.01 -0.28
C 3.4944 -1.3897 -0.0008 0.87 -0.48 0.00 0.23
C 2.1823 -0.9564 0.0353 -2.12 6.64 -0.10 -0.02
N 1.0250 -1.5984 0.0535 -0.11 -0.73 -0.03 -0.38
C 0.0447 -0.7418 0.0270 -0.16 -0.10 0.05 0.13
N 0.4576 0.5587 -0.0064 0.23 0.21 0.00 -0.51
C 1.7952 0.6304 0.0014 1.31 -5.52 0.09 0.08
Cl 2.7142 2.0361 0.0134 -0.04 0.07 -0.05 0.10
H -0.9891 -1.0136 0.0579 -0.28 0.06 -0.06 0.21
H -0.1573 1.3562 -0.0638 0.03 -0.02 0.08 0.43

Entry 3:
16
Properties=species:S:1:pos:R:3:forces:R:3:nbo_charge:R:1 method="wB97M-V/def2-TZVPD" de_lowest_kcal_mol=57.0 homo_lumo_gap_ha=0.300 energy_ev=-20727.86744
C -1.8911 0.8586 -0.1467 0.29 -0.36 -0.16 -0.36
C -1.7621 -0.1266 -1.0849 0.46 0.56 1.83 -0.10
C -1.1661 1.0814 1.1074 -0.84 1.65 -0.33 0.40
C -0.9961 -1.3628 -0.9951 1.62 0.19 -1.07 -0.90
C 2.3776 0.2212 0.5552 2.11 1.04 1.03 -0.27
O 1.4754 -2.4240 -0.2127 0.74 -0.50 -0.15 -1.02
O -0.3321 0.3842 1.6111 0.35 -0.93 0.81 -0.57
O 1.2338 0.1501 -0.2313 -1.10 -0.81 -2.63 -0.77
P 0.6564 -1.2793 -0.5608 -2.58 0.26 0.31 2.17
H -2.6009 1.6441 -0.3669 0.10 0.18 -0.17 0.21
H -2.3206 0.1654 -1.9350 -0.72 -0.72 -1.11 0.21
H -1.3720 2.1136 1.5621 -0.05 -0.98 -0.26 0.10
H -1.2346 -2.2488 -1.6611 0.33 1.22 0.99 0.28
H 3.1081 -0.5970 0.3651 -0.59 0.66 0.07 0.21
H 1.9659 0.1792 1.5377 0.45 -0.23 1.13 0.21
H 2.8584 1.2408 0.4559 -0.58 -1.23 -0.31 0.20

Entry 4:
56
Properties=species:S:1:pos:R:3:forces:R:3:nbo_charge:R:1 method="wB97M-V/def2-TZVPD" homo_lumo_gap_ha=0.113 energy_ev=-53249.70864 total_charge=+1
Cl 6.1514 -0.0352 4.8870 -0.06 0.04 -0.21 0.10
C 4.5805 -0.0307 4.2125 -0.93 -0.16 0.10 0.04
C 3.9159 1.1778 3.9648 -0.07 0.05 -0.23 -0.25
C 2.5972 1.1790 3.5293 -0.03 -0.15 0.13 -0.10
C 1.8510 -0.0273 3.4042 0.83 -0.14 -0.10 -0.11
C 0.4197 -0.0145 3.2936 0.09 -0.23 1.47 0.31
C -0.4419 -1.2060 3.6038 -1.10 -0.09 0.18 -0.50
C -1.8658 -0.6167 3.9590 1.02 -0.31 -0.63 -0.47
C -1.6958 0.8464 3.6560 1.26 -0.55 -0.20 0.08
C -0.3855 1.1507 3.2980 -1.41 0.02 0.06 -0.29
C 2.5732 -1.2417 3.6118 -0.01 0.07 0.05 -0.11
C 3.9090 -1.2480 4.0067 -0.33 0.07 -0.22 -0.24
H 4.4497 2.1101 4.1321 -0.17 -0.15 -0.10 0.25
H 2.1106 2.1334 3.3403 0.16 -0.18 0.10 0.23
H -0.5540 -1.8587 2.7279 0.01 0.24 0.31 0.28
H -0.0785 -1.8550 4.4154 0.19 0.44 -0.29 0.26
H -2.6519 -1.0869 3.3451 0.12 0.35 0.18 0.26
H -2.1035 -0.8723 5.0078 0.01 0.52 -0.34 0.27
H -2.5306 1.5440 3.7088 0.34 0.00 0.02 0.24
H -0.0042 2.1457 3.0838 -0.27 -0.23 -0.01 0.25
H 2.0523 -2.1956 3.4847 0.25 0.32 0.09 0.23
H 4.4420 -2.1808 4.1891 -0.24 0.22 -0.07 0.25
C 0.3003 -1.6094 0.2998 -0.23 0.52 -0.21 -0.24
O -0.2962 -0.3007 0.2462 0.20 -0.53 1.48 -0.56
C -0.4066 0.1922 -1.0272 -2.50 -0.37 -1.61 0.09
C 0.8216 0.6831 -1.6433 0.44 0.25 -0.06 -0.11
C 1.5030 -0.1224 -2.5725 -0.06 0.52 0.43 -0.21
C 2.7603 0.2747 -3.0176 0.17 0.03 -0.03 -0.21
C 3.3041 1.4867 -2.5872 -0.27 0.05 -0.05 -0.21
C 2.5562 2.3400 -1.7620 0.35 -0.05 0.12 -0.23
C 1.3392 1.9259 -1.2402 0.20 -0.61 -0.57 -0.15
C -1.6064 -0.0506 -1.6819 2.43 0.29 0.42 0.03
N -1.9305 0.3604 -2.9585 0.91 0.85 0.16 -0.40
C -1.2315 1.4357 -3.6513 -0.22 0.07 -0.33 -0.41
C -3.0119 -0.2804 -3.5070 -1.07 -0.78 0.50 0.18
C -3.4499 0.0554 -4.8987 -0.42 -0.16 -0.33 -0.65
C -3.6155 -1.1263 -2.6273 -0.25 0.58 -1.60 -0.24
C -4.9084 -1.8457 -2.7853 -0.22 -0.27 0.20 -0.63
S -2.8083 -1.1606 -1.0991 -0.03 -0.01 0.73 0.34
H 0.3890 -1.8429 1.3596 0.22 -0.24 -0.47 0.15
H -0.3684 -2.3136 -0.2046 0.27 -0.14 0.06 0.19
H 1.2944 -1.5994 -0.1544 -0.07 -0.07 -0.04 0.19
H 1.0349 -1.0514 -2.9073 0.23 0.24 0.12 0.22
H 3.3196 -0.3741 -3.6929 -0.09 0.23 0.16 0.22
H 4.3070 1.7744 -2.9042 -0.34 0.01 -0.02 0.22
H 2.9378 3.3264 -1.5110 0.08 -0.18 0.01 0.22
H 0.7452 2.5408 -0.5648 0.22 -0.06 -0.15 0.21
H -1.9627 2.0060 -4.2413 0.28 -0.16 0.19 0.21
H -0.7610 2.1162 -2.9371 -0.16 -0.25 -0.12 0.23
H -0.4660 1.0400 -4.3330 -0.05 0.18 0.19 0.21
H -4.2396 -0.6490 -5.1878 0.25 0.25 -0.02 0.24
H -3.8779 1.0696 -4.9843 0.20 -0.33 0.15 0.23
H -2.6470 -0.0259 -5.6517 -0.18 -0.01 0.45 0.23
H -5.3582 -1.6766 -3.7675 0.12 -0.02 0.19 0.23
H -4.7931 -2.9288 -2.6438 -0.06 0.19 -0.05 0.22
H -5.6143 -1.4872 -2.0226 0.02 -0.13 -0.20 0.22

Entry 5:
25
Properties=species:S:1:pos:R:3:forces:R:3:nbo_charge:R:1 method="wB97M-V/def2-TZVPD" de_lowest_kcal_mol=10.9 smiles="c1nnc(NC2=NCCCCC2)s1" homo_lumo_gap_ha=0.335 energy_ev=-25285.05482
C 0.2279 -1.0778 -4.2455 -0.36 0.33 -0.95 -0.20
N 1.3314 -0.4572 -4.4793 -0.29 -0.58 -0.16 -0.21
N 1.8405 0.0796 -3.3578 0.64 0.19 0.16 -0.33
C 1.1097 -0.1528 -2.3111 0.37 0.29 0.69 0.20
N 1.6262 0.1998 -1.0940 0.00 0.13 0.91 -0.61
C 1.0627 0.1145 0.2152 0.03 -0.30 -0.39 0.45
N 1.4220 0.9537 1.0935 -1.14 0.56 0.04 -0.45
C 0.6528 0.9347 2.3749 0.50 -0.01 -0.31 -0.25
C -0.8931 1.2307 2.3229 0.37 0.28 0.10 -0.41
C -1.6474 0.7606 1.0806 0.60 -0.76 0.33 -0.41
C -1.3562 -0.7209 0.8523 0.69 -0.56 -0.31 -0.39
C 0.1665 -1.0557 0.5570 -0.78 -1.11 -0.02 -0.51
S -0.3938 -0.9062 -2.6587 0.10 -0.50 0.49 0.35
H -0.3124 -1.6034 -5.0045 -0.24 -0.09 -0.27 0.22
H 2.4837 0.7384 -1.2261 -0.44 0.00 0.46 0.43
H 0.7699 -0.0412 2.8705 0.17 0.20 -0.05 0.18
H 1.1532 1.6975 2.9891 -0.36 -0.38 0.02 0.21
H -1.3150 0.7036 3.2009 0.10 0.36 -0.33 0.20
H -1.0900 2.3003 2.4527 0.20 -0.11 0.11 0.21
H -1.3249 1.3033 0.1722 -0.35 0.03 0.46 0.21
H -2.7293 0.8670 1.2566 0.36 0.26 -0.30 0.22
H -1.6835 -1.3617 1.6981 0.11 0.52 -0.37 0.21
H -1.9243 -1.0371 -0.0185 -0.15 -0.18 -0.09 0.21
H 0.6115 -1.5794 1.4244 -0.11 0.72 -0.03 0.24
H 0.2117 -1.8905 -0.1656 -0.03 0.72 -0.19 0.23

Entry 6:
101
Properties=species:S:1:pos:R:3:forces:R:3:mulliken_charge:R:1 method="wB97M-V/def2-TZVPD" de_lowest_kcal_mol=0.0 homo_lumo_gap_ha=0.228 energy_ev=-94815.31366 total_charge=-1
Ba 0.2348 0.1781 0.6319 -0.23 0.44 0.53 0.93
C -5.0665 3.3775 -0.7702 -0.02 0.05 0.03 -0.35
C -4.4527 2.2299 -1.0519 0.07 0.02 0.06 -1.13
C -2.9798 2.0140 -0.7692 0.04 0.09 -0.04 2.69
C -2.4271 3.0351 0.2143 -0.06 -0.12 0.09 -1.74
C -3.1185 4.3085 0.3637 -0.06 0.05 0.01 -0.60
C -4.3590 4.4746 -0.1125 -0.02 -0.03 -0.04 -0.75
N -1.3673 2.7265 0.8858 0.33 -0.35 -0.12 1.54
N -0.9641 3.6352 1.8134 0.02 0.09 0.13 -1.17
C 0.2526 3.4576 2.3291 -0.06 0.00 0.02 -0.22
C 0.5926 4.3275 3.4218 0.02 0.06 -0.06 -0.44
C 1.8420 4.3095 3.9549 0.00 -0.01 -0.01 -0.37
C 2.8020 3.4053 3.4524 0.17 -0.14 0.13 -0.75
C 2.3941 2.5418 2.4704 -0.25 0.18 -0.20 -0.68
N 1.1721 2.5457 1.9021 -0.07 -0.30 -0.06 0.16
H -6.1123 3.5104 -1.0220 0.00 -0.01 -0.01 0.41
H -4.9580 1.4080 -1.5397 -0.01 -0.02 -0.02 0.29
H -2.8675 1.0212 -0.3221 -0.03 -0.02 0.00 0.02
H -2.5978 5.0928 0.8935 -0.01 -0.02 0.00 0.48
H -4.8651 5.4258 0.0058 -0.01 0.00 0.00 0.37
H -0.1780 4.9973 3.7779 0.01 0.01 -0.01 0.45
H 2.0991 4.9806 4.7665 -0.01 0.01 0.00 0.33
H 3.8101 3.3658 3.8417 -0.01 -0.01 0.01 0.42
H 3.0828 1.7972 2.0757 0.04 0.01 0.02 0.59
F -4.3593 -3.3831 4.7487 -0.02 -0.02 0.01 -0.30
C -4.1266 -2.8597 3.5116 -0.11 0.09 0.02 0.69
F -5.3391 -2.4271 3.0791 0.04 -0.02 -0.07 -0.27
F -3.7798 -3.8822 2.7409 0.09 -0.03 -0.03 -0.22
C -3.1445 -1.7240 3.6056 0.07 0.03 0.10 0.09
C -3.2729 -0.9303 4.7347 0.01 -0.11 -0.03 -0.24
C -2.4458 0.1610 4.9318 -0.01 0.05 0.08 -1.44
C -1.4910 0.4024 3.9643 0.01 0.02 -0.11 -0.48
N -1.3501 -0.3412 2.8737 -0.24 0.05 0.15 0.57
C -2.1743 -1.3940 2.6234 0.04 0.05 -0.06 -0.03
S -1.9482 -2.1896 1.1071 0.09 0.11 0.07 -0.22
H -4.0303 -1.1790 5.4675 0.01 0.02 0.00 0.43
H -2.5349 0.7978 5.8001 -0.01 0.00 -0.01 0.47
H -0.8054 1.2415 4.0551 0.01 -0.01 -0.01 0.53
C 5.2635 -0.2787 -6.5605 -0.02 -0.01 0.02 -1.47
C 4.2751 -0.5441 -5.4558 0.01 -0.03 -0.05 1.12
C 4.1839 0.3081 -4.3583 0.01 0.01 0.01 -0.93
C 3.2902 0.0548 -3.3319 0.00 0.00 0.02 -0.61
C 2.4710 -1.0628 -3.3982 0.01 0.00 0.01 -0.24
C 2.5424 -1.9216 -4.4835 0.00 0.02 0.00 -0.33
C 3.4426 -1.6580 -5.5057 0.00 0.02 0.03 -0.77
S 1.3171 -1.3746 -2.0823 0.42 -0.29 -0.07 1.72
O 0.5527 -0.1408 -1.9400 -0.20 0.19 -0.40 -0.50
O 0.5738 -2.5461 -2.4759 0.00 -0.06 -0.02 -0.76
N 2.1171 -1.4643 -0.7333 -0.14 -0.11 0.13 -0.16
C 2.8049 -2.5805 -0.3037 0.05 0.05 -0.13 -0.05
C 3.0643 -3.7193 -1.0914 -0.01 -0.04 0.01 -0.36
C 3.7983 -4.7544 -0.5552 -0.03 0.01 -0.05 -0.66
C 4.2668 -4.6651 0.7501 0.00 0.02 0.03 -0.93
C 3.9571 -3.5151 1.4512 0.03 -0.01 0.03 -0.17
N 3.2569 -2.4980 0.9574 -0.06 0.03 0.02 0.09
H 5.6495 0.7387 -6.5081 0.00 0.00 0.00 0.35
H 4.8054 -0.4208 -7.5400 0.00 0.00 0.00 0.36
H 6.1128 -0.9622 -6.4935 0.00 0.00 0.00 0.29
H 4.8198 1.1844 -4.3099 0.00 0.00 0.00 0.30
H 3.2181 0.7211 -2.4818 0.00 0.00 0.00 0.44
H 1.8832 -2.7784 -4.5224 0.00 0.00 0.01 0.49
H 3.4948 -2.3280 -6.3564 0.01 0.01 -0.01 0.36
H 2.6630 -3.7888 -2.0914 0.01 0.01 0.00 0.39
H 4.0006 -5.6351 -1.1533 -0.01 0.00 0.00 0.40
H 4.8417 -5.4563 1.2104 0.00 0.00 0.00 0.38
H 4.2909 -3.3987 2.4793 0.00 0.01 0.00 0.38
C 1.6822 0.1136 5.6968 -0.03 -0.04 -0.02 -1.39
Sb 1.9942 -0.8135 3.7752 0.11 0.04 -0.09 0.51
C 4.1381 -0.7018 3.9003 0.00 -0.02 -0.01 -1.50
C 1.7066 -2.8440 4.4005 0.00 -0.02 0.01 -1.39
H 2.4537 -0.1916 6.4042 0.01 -0.03 -0.02 0.47
H 0.7043 -0.1560 6.0964 -0.01 0.00 -0.03 0.40
H 1.7237 1.1953 5.5632 0.00 0.00 0.01 0.32
H 4.5415 -1.3505 4.6786 -0.05 -0.01 0.02 0.47
H 4.3931 0.3326 4.1362 0.03 0.00 -0.01 0.43
H 4.5728 -0.9665 2.9375 -0.01 0.00 0.00 0.36
H 2.3921 -3.1414 5.1944 0.03 0.06 0.00 0.42
H 1.8410 -3.4939 3.5368 -0.01 -0.01 0.01 0.35
H 0.6810 -2.9515 4.7555 0.00 0.00 -0.02 0.41
C -4.3897 -1.9144 -1.8093 -0.02 0.04 0.00 -0.88
N -4.0132 -0.6583 -2.4369 0.00 -0.03 -0.03 0.65
C -4.5275 -0.5832 -3.7893 -0.01 0.01 0.04 -1.17
C -2.5621 -0.4981 -2.4105 -0.01 0.04 0.01 -0.82
C -2.0936 0.8596 -2.8788 0.02 -0.04 -0.03 0.69
C -1.4279 0.9417 -4.0989 -0.03 0.03 -0.07 -0.43
C -0.9226 2.1387 -4.5768 -0.03 -0.03 0.02 -0.82
C -1.0716 3.2878 -3.8145 -0.01 -0.02 0.04 -0.89
C -1.7235 3.2205 -2.5938 0.03 0.04 -0.03 -0.32
C -2.2446 2.0203 -2.1117 0.03 -0.02 0.06 0.04
H -3.9880 -2.7851 -2.3557 0.01 -0.01 0.01 0.32
H -5.4779 -1.9977 -1.7861 0.00 -0.01 0.00 0.29
H -4.0122 -1.9497 -0.7870 0.00 -0.01 -0.03 0.08
H -5.6153 -0.6764 -3.7717 0.01 0.00 -0.01 0.39
H -4.1244 -1.3853 -4.4341 0.01 0.00 0.00 0.34
H -4.2689 0.3768 -4.2371 -0.01 0.00 -0.01 0.30
H -2.0676 -1.2710 -3.0219 0.01 0.00 -0.01 0.84
H -2.2366 -0.6810 -1.3836 -0.01 -0.02 0.01 -0.31
H -1.2876 0.0314 -4.6715 0.01 0.00 0.01 0.43
H -0.4025 2.1709 -5.5263 0.01 -0.01 0.00 0.41
H -0.6703 4.2327 -4.1600 0.00 0.01 0.00 0.41
H -1.8204 4.1156 -1.9928 -0.01 0.00 0.00 0.41